{"formula": "C9H19N3O2", "method": "ωB97M-V with the def2-TZVPD basis set", "species": ["C", "C", "C", "C", "C", "C", "C", "C", "C", "N", "N", "N", "O", "O", "H", "H", "H", "H", "H", "H", "H", "H", "H", "H", "H", "H", "H", "H", "H", "H", "H", "H", "H"], "coordinates": [[-0.7410, 0.4001, -0.9109], [-0.1539, -0.8127, 1.1348], [1.2954, -0.2795, 0.7968], [-0.0993, -2.2009, 1.6291], [-0.8442, 0.1445, 2.0621], [1.9773, -0.9204, -0.3215], [2.3209, -0.0788, 1.9509], [-0.6594, 2.4796, -2.0817], [-2.3131, 0.8745, -2.7679], [-0.7393, -0.7125, -0.2941], [1.0238, 1.2219, 0.5590], [-1.2273, 1.1494, -1.8442], [1.9664, 1.8118, -0.0524], [-1.6424, -1.8498, -0.4867], [0.8385, -2.6005, 2.0861], [-0.2304, -2.7527, 0.7482], [-0.9477, -2.4454, 2.4035], [-0.1934, 0.2979, 2.9629], [-1.7019, -0.5949, 2.4444], [-1.2215, 1.1818, 1.7642], [2.7168, -1.6885, 0.0822], [2.4858, -0.2092, -0.8922], [1.2398, -1.3488, -1.0804], [3.4347, 0.1385, 1.6715], [2.3049, -0.8500, 2.7116], [2.0095, 0.7839, 2.5096], [0.0402, 2.5863, -2.8796], [-1.4416, 3.1866, -2.1306], [-0.0456, 2.6810, -1.1289], [-2.1148, 1.2096, -3.7528], [-2.6539, -0.1182, -2.8517], [-3.2248, 1.3478, -2.6045], [-1.4582, -2.0325, -1.4369]], "nbo_charge": [0.320, 0.137, 0.041, -0.649, -0.634, -0.645, -0.630, -0.407, -0.432, -0.179, 0.099, -0.401, -0.418, -0.627, 0.228, 0.252, 0.216, 0.224, 0.203, 0.256, 0.214, 0.242, 0.210, 0.239, 0.213, 0.221, 0.201, 0.192, 0.250, 0.198, 0.207, 0.199, 0.462], "mol_weight_g_mol": 201.27, "de_lowest_kj_mol": 50.13, "homo_lumo_gap_ha": 0.294, "multiplicity": 1}

***

{"formula": "C9H19N3OS3Sb2Se4Tc", "method": "ωB97M-V with the def2-TZVPD basis set", "species": ["Tc", "S", "Sb", "S", "S", "Se", "Sb", "Se", "Se", "Se", "C", "C", "O", "H", "H", "H", "H", "H", "H", "C", "C", "N", "C", "N", "C", "C", "C", "N", "C", "H", "H", "H", "H", "H", "H", "H", "H", "H", "H", "H", "H", "H"], "coordinates": [[-0.8999, -0.0184, 0.2643], [-4.5124, -1.8792, -0.0315], [-3.2554, -2.0030, 2.0183], [-2.8619, 0.4904, 1.6082], [-1.1273, -2.2153, 0.8890], [-1.3345, 2.2318, -1.3498], [-0.6042, 0.8348, -3.1808], [-0.1896, -1.1376, -1.7969], [-3.4610, 0.0328, -0.5426], [-0.1963, 1.2698, -5.3936], [-4.6127, 0.2919, -5.1072], [-4.8117, 0.2058, -3.6123], [-3.7141, -0.5052, -2.9651], [-5.4410, 0.8432, -5.5527], [-4.5964, -0.7002, -5.5614], [-3.6862, 0.8077, -5.3625], [-5.7460, -0.3016, -3.3704], [-4.8195, 1.1912, -3.1449], [-3.6686, -1.3979, -3.3326], [3.8064, -1.9159, 2.5407], [2.4139, -2.3197, 2.9696], [1.4419, -1.3919, 2.3851], [1.7099, -0.2005, 1.8890], [0.6769, 0.5164, 1.2573], [0.9539, 1.9833, 1.2729], [2.2955, 2.2470, 0.6295], [3.3565, 1.6256, 1.5023], [2.9274, 0.3131, 2.0047], [3.9589, -0.4251, 2.7579], [3.9708, -2.1556, 1.4887], [4.5488, -2.4556, 3.1253], [2.3164, -2.2962, 4.0560], [2.1609, -3.3220, 2.6271], [0.4853, -1.7073, 2.2807], [0.9136, 2.3564, 2.3001], [0.1653, 2.4746, 0.7187], [2.4750, 3.3168, 0.5346], [2.3074, 1.8122, -0.3725], [3.5590, 2.2574, 2.3709], [4.2948, 1.4839, 0.9674], [3.8764, -0.1664, 3.8166], [4.9237, -0.0714, 2.4018]], "mulliken_spin": [0.882, 0.004, -0.003, -0.022, 0.170, 0.049, 0.002, -0.013, -0.018, -0.006, 0.000, 0.000, -0.003, 0.000, 0.000, 0.000, 0.000, 0.000, 0.000, -0.001, -0.001, -0.004, 0.009, -0.043, 0.003, 0.000, 0.001, -0.004, 0.000, 0.000, 0.000, -0.001, 0.003, -0.007, -0.006, 0.005, 0.000, 0.000, 0.000, 0.000, 0.000, 0.000], "mol_weight_g_mol": 938.83, "de_lowest_kj_mol": 7.62, "charge": 2, "homo_lumo_gap_ha": [0.234, 0.245], "multiplicity": 2, "s_squared": 0.76}

***

{"formula": "C9H19N5O3S", "method": "ωB97M-V with the def2-TZVPD basis set", "species": ["C", "C", "C", "C", "C", "C", "C", "C", "C", "H", "H", "H", "H", "H", "H", "H", "H", "H", "H", "H", "H", "H", "H", "H", "H", "H", "H", "H", "N", "N", "N", "N", "N", "O", "O", "O", "S"], "coordinates": [[-3.4253, 2.1866, -0.9473], [-2.4935, 0.9414, -0.5751], [-3.2292, 2.6954, -2.4216], [-0.7077, -0.2952, 0.5714], [-1.6488, -1.2184, 1.2808], [0.7811, 0.0307, 1.0323], [1.6114, -1.1880, 0.6889], [3.0783, -1.1020, 1.3845], [4.4403, -2.9430, 0.1079], [-3.2996, 4.2819, -0.4308], [-3.5567, 3.1302, 0.7331], [-4.5303, 1.6758, -0.7300], [-2.1946, 3.2707, -2.4600], [-3.3643, 1.8929, -3.3304], [-3.9190, 4.3602, -3.6445], [-1.0338, 1.8739, 0.4605], [-0.6133, -0.8233, -0.3033], [1.1344, 0.9191, 0.5733], [0.6398, 0.4189, 2.2095], [1.0890, -2.1899, 0.9810], [1.8618, -1.0224, -0.4511], [3.0738, -1.0123, 2.4989], [3.6406, -0.1551, 1.0364], [3.8174, -2.8330, 2.0452], [5.4275, -4.6079, -0.4235], [5.1635, -1.1389, -0.6402], [4.8794, -2.5019, -1.7626], [-3.7327, -1.2877, 2.1102], [-3.0104, 3.3905, -0.1315], [-1.2851, 0.9788, 0.1581], [3.9318, -2.2982, 1.2439], [4.5649, -4.2015, 0.1588], [4.5734, -1.9862, -0.9523], [-3.0258, -0.1756, -0.8376], [-1.5659, -2.4632, 1.4387], [-2.6340, -0.6134, 1.9024], [-4.4388, 4.0099, -2.5741]], "nbo_charge": [-0.142, 0.672, -0.553, -0.153, 0.789, -0.369, -0.450, -0.205, 0.584, 0.383, 0.367, 0.234, 0.231, 0.252, 0.101, 0.416, 0.237, 0.215, 0.197, 0.256, 0.229, 0.202, 0.177, 0.390, 0.345, 0.390, 0.386, 0.528, -0.866, -0.612, -0.636, -0.771, -0.863, -0.649, -0.613, -0.690, -0.010], "mol_weight_g_mol": 277.35, "de_lowest_kj_mol": 559.83, "homo_lumo_gap_ha": 0.324, "multiplicity": 1}